No. 1
The following is a DFT calculation (ωB97M-V/def2-TZVPD) of 4 unconnected molecules or ions with the total composition C4H15NO3 at a distorted geometry.

Element x y z (Å)
C  -1.910  0.168  1.059
C  -2.475  -0.083  -0.343
C  -1.634  0.039  -1.581
C  -1.110  -1.050  -2.150
N  -0.411  -1.018  -3.354
H  -1.628  1.206  1.218
H  -1.059  -0.503  1.208
H  -2.608  -0.069  1.834
H  -3.004  -1.060  -0.291
H  -3.307  0.658  -0.542
H  -1.743  1.034  -2.018
H  -1.305  -2.040  -1.726
H  -0.252  -1.859  -3.872
H  0.197  -0.228  -3.450
O  3.219  1.032  2.030
H  3.075  1.843  2.510
H  3.441  0.312  2.635
O  0.692  1.344  2.533
H  0.950  0.859  1.755
H  0.254  0.888  3.266
O  3.303  -0.606  -0.479
H  3.475  0.319  -0.291
H  3.841  -1.186  0.047

## Properties
SMILES: CC/C=C/N.O.O.O
HOMO: -7.7 eV
HOMO-LUMO gap: 8.37 eV
LUMO energy: 0.67 eV

No. 2
The following is a DFT calculation (ωB97M-V/def2-TZVPD) of a molecular structure, C5H9CrO3 at a distorted geometry.

Element x y z (Å)
O  -0.341  -2.247  0.496
C  0.763  -2.000  1.003
C  1.123  -0.606  1.329
O  -0.116  0.099  1.367
C  -0.139  1.326  2.012
C  -0.720  2.388  1.476
Cr  -1.344  -0.594  -0.099
H  1.378  -2.799  1.443
H  1.720  -0.108  0.367
H  0.542  1.356  2.865
H  -0.954  2.427  0.411
H  -0.784  3.303  2.063
O  -0.705  0.164  -1.593
C  -1.213  0.743  -2.752
H  -0.407  0.871  -3.498
H  -2.000  0.136  -3.236
H  -1.659  1.735  -2.546
H  1.620  -0.577  2.310

## Properties
Multiplicity: 5
HOMO (alpha / beta): -12.5 / -13.7 eV
Charge: +1
HOMO-LUMO gap (alpha / beta): 7.64 / 8.84 eV
LUMO energy (alpha / beta): -4.83 / -4.86 eV

No. 3
The following is a DFT calculation (ωB97M-V/def2-TZVPD) of a molecular structure, C28H25F2N6O7Zr.

Element x y z (Å)
Zr  -0.600  1.157  -0.195
O  0.136  2.631  1.133
C  -0.143  3.902  1.211
C  0.867  4.883  1.127
C  0.534  6.217  1.193
C  -0.784  6.642  1.384
C  -1.776  5.697  1.516
C  -1.476  4.334  1.411
C  -2.469  3.328  1.688
N  -2.383  2.105  1.329
C  -3.222  1.150  2.036
C  -2.265  0.031  2.459
N  -1.759  -0.456  1.178
C  -2.365  -1.494  0.721
C  -2.547  -1.802  -0.667
C  -2.902  -3.100  -1.067
C  -3.190  -3.373  -2.381
C  -3.167  -2.328  -3.314
C  -2.870  -1.037  -2.947
C  -2.541  -0.740  -1.606
O  -2.271  0.485  -1.255
H  1.884  4.549  0.973
H  1.321  6.957  1.093
H  -1.015  7.698  1.434
H  -2.805  5.994  1.687
H  -3.298  3.634  2.338
H  -3.970  0.729  1.360
H  -3.721  1.609  2.896
H  -2.768  -0.764  3.018
H  -1.459  0.455  3.062
H  -2.900  -2.137  1.429
H  -2.919  -3.886  -0.320
H  -3.437  -4.380  -2.692
H  -3.392  -2.538  -4.353
H  -2.846  -0.226  -3.662
O  4.096  -3.950  1.311
C  4.459  -2.783  1.636
O  5.551  -2.382  2.036
C  3.366  -1.721  1.488
C  2.233  -1.711  2.292
C  1.201  -0.840  2.012
N  1.231  0.016  0.991
C  2.354  0.077  0.265
C  3.433  -0.763  0.483
C  2.369  1.070  -0.892
O  3.377  1.167  -1.572
O  1.267  1.703  -1.059
H  2.137  -2.418  3.109
H  0.293  -0.857  2.600
H  4.296  -0.663  -0.161
F  -2.560  3.428  -1.329
C  -1.233  3.010  -1.470
F  -1.110  2.644  -2.813
H  -0.626  3.918  -1.372
C  3.632  -3.844  -1.849
N  2.381  -3.135  -1.686
C  1.988  -1.984  -2.457
C  0.732  -1.545  -1.711
O  0.141  -0.474  -1.900
N  0.467  -2.422  -0.725
C  1.499  -3.285  -0.695
N  1.641  -4.229  0.248
H  3.848  -3.938  -2.914
H  3.535  -4.843  -1.429
H  4.453  -3.341  -1.340
H  1.772  -2.237  -3.498
H  2.739  -1.191  -2.425
H  0.943  -4.115  0.968
H  2.614  -4.290  0.641

## Properties
HOMO: -5.6 eV
Charge: -1
HOMO-LUMO gap: 7.81 eV
LUMO energy: 2.19 eV

No. 4
The following is a DFT calculation (ωB97M-V/def2-TZVPD) of a molecular structure, C6H9BF2N3NiOS3 at a distorted geometry.

Element x y z (Å)
Ni  0.393  0.074  0.704
F  -1.781  1.433  -0.944
B  -0.936  1.483  0.092
F  -1.092  2.592  0.860
S  2.495  1.173  0.885
C  2.010  0.695  2.453
N  1.310  1.477  3.295
C  0.884  0.727  4.485
C  1.650  -0.608  4.331
N  2.382  -0.426  3.073
H  0.718  2.183  2.882
H  -0.188  0.547  4.461
H  1.153  1.266  5.392
H  0.951  -1.437  4.245
H  2.345  -0.793  5.148
H  2.597  -1.220  2.465
C  3.069  -4.358  -1.667
O  2.114  -3.305  -1.732
C  1.781  -2.576  -0.644
S  2.602  -2.763  0.818
S  0.525  -1.496  -1.021
H  3.848  -4.135  -2.396
H  2.555  -5.278  -1.948
H  3.502  -4.451  -0.677
N  -1.401  -1.195  2.929
C  -0.779  -0.768  2.048

## Properties
Multiplicity: 3
HOMO (alpha / beta): -4.0 / -4.9 eV
Charge: -1
HOMO-LUMO gap (alpha / beta): 6.95 / 7.81 eV
LUMO energy (alpha / beta): 2.92 / 2.89 eV

No. 5
The following is a DFT calculation (ωB97M-V/def2-TZVPD) of C4H8O2 in the gas phase at a distorted geometry.

Element x y z (Å)
O  -0.413  -0.532  -1.785
C  -0.330  -0.825  -0.415
C  1.044  -0.587  0.134
C  0.827  1.152  0.417
O  -0.547  1.422  0.254
C  -1.254  -0.023  0.378
H  -0.514  0.434  -1.835
H  -0.943  -1.718  -0.086
H  1.810  -0.903  -0.604
H  1.211  -1.171  1.057
H  1.452  1.672  -0.330
H  1.156  1.409  1.440
H  -1.236  -0.307  1.437
H  -2.263  -0.022  -0.062

## Properties
SMILES: O[C@H]1CCOC1
HOMO: -10.1 eV
HOMO-LUMO gap: 10.98 eV
LUMO energy: 0.93 eV

No. 6
The following is a DFT calculation (ωB97M-V/def2-TZVPD) of a molecular structure, C12H21BrClGeN2O2Os at a distorted geometry.

Element x y z (Å)
Os  -0.368  -0.036  0.490
N  -2.539  -1.248  0.704
C  -2.417  -2.514  0.000
C  -1.010  -2.701  -0.599
O  -0.602  -3.697  -1.105
O  -0.353  -1.480  -0.786
H  -2.484  -1.416  1.693
H  -3.361  -0.595  0.500
H  -3.121  -2.649  -0.822
H  -2.491  -3.423  0.672
C  -3.813  2.541  -3.146
C  -2.461  2.305  -2.667
C  -1.378  3.058  -3.231
C  -0.047  2.848  -2.859
C  0.105  1.922  -1.820
Br  1.845  1.371  -1.230
N  -0.854  1.216  -1.236
C  -2.132  1.454  -1.622
H  -4.468  1.798  -2.699
H  -3.695  2.410  -4.190
H  -4.125  3.514  -2.854
H  -1.458  3.746  -4.077
H  0.763  3.359  -3.381
H  -2.933  0.772  -1.184
C  3.456  -1.488  0.270
Ge  2.683  -0.770  1.910
C  3.052  1.081  2.398
C  3.245  -1.907  3.429
C  0.626  -1.010  1.868
H  3.772  -2.452  0.557
H  4.359  -0.913  0.069
H  2.716  -1.289  -0.529
H  2.394  1.130  3.217
H  2.698  1.793  1.737
H  4.126  1.131  2.746
H  4.207  -1.579  3.959
H  3.388  -2.907  3.069
H  2.676  -1.913  4.329
H  0.375  -0.916  2.932
H  0.703  -2.091  1.628
Cl  -1.076  1.547  1.860

## Properties
Multiplicity: 5
HOMO (alpha / beta): -12.0 / -12.9 eV
Charge: +1
HOMO-LUMO gap (alpha / beta): 8.59 / 7.95 eV
LUMO energy (alpha / beta): -3.44 / -4.98 eV

One value per record, in order, for E: -12022.6146, -39884.9724, -59438.7316, -92551.0057, -8370.5676, -161399.9508 eV.